Density functional theory data (ωB97M-V/def2-TZVPD) for a structure of composition C23H43N4OPPtS5.

Results
charge: +4
energy: -3646.6492 Ha
HOMO-LUMO gap (spin up / spin down): 0.3049 / 0.1729 hartree
strongest force on any atom: 1.0 eV Å⁻¹
spin multiplicity: 5
HOMO energy (spin up / spin down): -17.56 / -18.94 eV

Cartesian coordinates (Å):
1 Pt 2.08679 1.75633 0.07536
2 C 4.57061 0.63599 1.87344
3 C 4.60836 -0.52939 0.89478
4 S 3.12049 -0.62124 -0.18266
5 C 3.85325 -0.43504 -1.85004
6 C 4.11274 0.99041 -2.32541
7 S 2.54061 1.88988 -2.23745
8 C 2.94364 3.63066 -2.57400
9 C 3.55596 4.39190 -1.41464
10 S 2.41843 4.43643 0.01267
11 C 3.61222 4.71105 1.37286
12 C 4.02972 3.44565 2.12270
13 S 4.39351 2.15313 0.90936
14 H 5.48946 0.67629 2.46017
15 H 3.72400 0.55881 2.55114
16 H 4.67658 -1.46723 1.44345
17 H 5.47538 -0.46441 0.23760
18 H 3.15714 -0.93910 -2.52117
19 H 4.77906 -1.01016 -1.86035
20 H 4.43763 0.96567 -3.36648
21 H 4.87121 1.50134 -1.73344
22 H 1.99566 4.07261 -2.88453
23 H 3.60321 3.64722 -3.44292
24 H 3.73481 5.42308 -1.72294
25 H 4.50899 3.96179 -1.10896
26 H 3.14778 5.40747 2.06956
27 H 4.46819 5.21968 0.93036
28 H 3.23411 3.08427 2.77090
29 H 4.92018 3.63884 2.72233
30 S -0.75906 3.06124 3.47923
31 C 0.21294 1.79778 4.09014
32 C 1.09509 1.39088 3.14558
33 N 1.01402 2.07463 1.95306
34 C 0.05120 2.97255 1.99851
35 H 0.10662 1.43729 5.10094
36 H 1.82302 0.60766 3.27574
37 H -0.17113 3.64482 1.18314
38 O -0.72615 -0.59133 0.06710
39 P -1.93757 -1.30044 -0.34791
40 N -1.73691 -3.04012 -0.24323
41 C -2.68771 -4.09407 -0.55352
42 C -2.06088 -5.36178 0.02909
43 C -0.56448 -5.08787 -0.12427
44 C -0.45509 -3.59840 0.18153
45 N -3.19613 -1.07664 0.86834
46 C -4.13066 0.03791 0.81137
47 C -5.03488 -0.14838 2.02868
48 C -4.14277 -0.89374 3.02257
49 C -3.32091 -1.81302 2.11787
50 N -2.60340 -0.97072 -1.75425
51 C -3.72075 -1.66724 -2.46260
52 C -4.02061 -0.75328 -3.64599
53 C -2.65510 -0.16590 -3.99351
54 C -2.02374 0.11407 -2.63688
55 H -2.74455 -4.16777 -1.65340
56 H -3.69109 -3.82998 -0.20959
57 H -2.39107 -6.24821 -0.50662
58 H -2.34720 -5.47493 1.07626
59 H -0.23107 -5.28484 -1.14419
60 H 0.04587 -5.68258 0.55063
61 H 0.36179 -3.04523 -0.28997
62 H -0.37922 -3.39759 1.26396
63 H -4.62537 0.05494 -0.16421
64 H -3.52483 0.95862 0.86525
65 H -5.90486 -0.74610 1.75337
66 H -5.39422 0.80403 2.40954
67 H -4.70697 -1.46004 3.75912
68 H -3.47644 -0.21152 3.55205
69 H -3.87642 -2.73965 1.89515
70 H -2.33275 -2.10672 2.48103
71 H -4.57425 -1.82581 -1.80046
72 H -3.37656 -2.63817 -2.82246
73 H -4.72244 0.03182 -3.36119
74 H -4.46374 -1.31691 -4.46383
75 H -2.73545 0.74797 -4.57807
76 H -2.05720 -0.88030 -4.56038
77 H -2.33957 1.08127 -2.24318
78 H -0.93706 0.06984 -2.62121